Entry 1:
# C35H53IrN4OP2

C35H53IrN4OP2 as an isolated structure (ωB97M-V/def2-TZVPD, the Open Molecules 2025 dataset).

Values from the calculation:
Energy relative to the best compared isomer or geometry (same formula, charge and spin) in kJ/mol: 0.0
Kohn-Sham gap (spin up / spin down) in eV: 4.91 / 5.28
LUMO energy (spin up / spin down) in eV: -8.76 / -11.84
E_tot in Eh: -2445.64974
Net charge: +3
E_HOMO (spin up / spin down) in Ha: -0.50243 / -0.62923
Expectation value of S²: 8.83
Spin multiplicity: 6
M in g/mol: 800.00

Positions of all 96 atoms, in Å:
C  -2.46264  0.61559  -1.50370
C  -1.87208  -1.66898  -1.17860
C  -3.46117  0.25711  -2.40254
C  -2.64671  -2.00003  -2.35806
C  -3.51454  -1.06142  -2.89985
H  -4.14755  1.04409  -2.72207
H  -2.50236  -2.99286  -2.78474
H  -4.24916  -1.33067  -3.67415
N  -1.77754  -0.32214  -0.83381
P  -0.52254  2.45405  -0.55682
P  -0.58091  -1.97803  1.22275
C  -2.26107  2.08254  -1.17400
H  -2.48109  2.70172  -2.06119
H  -2.98334  2.34916  -0.38002
C  -1.26533  -2.57707  -0.30557
H  -0.82312  -3.45765  -0.79478
C  1.11225  -2.90665  1.67735
C  -2.10166  -2.77645  2.07280
C  0.35653  2.69484  -2.24972
C  -0.71311  4.17510  0.27932
C  2.33713  -1.98243  1.72664
H  2.20772  -1.19608  2.47802
H  3.22481  -2.57058  2.02605
H  2.55063  -1.51541  0.76049
C  1.01786  -3.51466  3.08391
H  0.85209  -2.73050  3.83730
H  0.24780  -4.28928  3.16562
H  1.98277  -3.99430  3.32491
C  1.40253  -3.98606  0.63159
H  2.32048  -4.52300  0.92211
H  0.61335  -4.74239  0.54801
H  1.59842  -3.54385  -0.35434
C  -2.08955  -2.45280  3.56176
H  -2.07620  -1.36700  3.73385
H  -3.01817  -2.85348  3.98806
H  -1.25224  -2.90211  4.10641
C  -3.39846  -2.21246  1.45982
H  -3.43542  -1.12221  1.54846
H  -3.53199  -2.49570  0.41341
H  -4.26144  -2.62652  1.99668
C  -2.03178  -4.29295  1.76658
H  -1.73025  -4.50958  0.73204
H  -1.36152  -4.85635  2.42701
H  -3.04108  -4.70860  1.88084
C  0.68095  4.80520  0.41954
H  0.58630  5.70471  1.04604
H  1.37340  4.11815  0.92298
H  1.11582  5.11996  -0.53707
C  -1.28702  3.99399  1.68983
H  -2.30639  3.58920  1.68003
H  -0.64990  3.35294  2.30878
H  -1.32567  4.98422  2.16908
C  -1.65864  5.14035  -0.46628
H  -1.78762  6.02866  0.17304
H  -1.25655  5.49424  -1.42077
H  -2.65686  4.71517  -0.63925
C  -0.00853  1.57641  -3.24230
H  0.60265  1.71070  -4.14960
H  0.19962  0.57853  -2.85520
H  -1.06300  1.61030  -3.54591
C  1.87033  2.71162  -1.99753
H  2.24064  1.75423  -1.62898
H  2.38138  2.92435  -2.94678
H  2.16264  3.48363  -1.27837
C  -0.01153  4.01029  -2.95206
H  -1.08675  4.11878  -3.13568
H  0.36006  4.89552  -2.42856
H  0.47858  4.00028  -3.93805
Ir  -0.35433  0.34874  0.69485
C  -1.73712  0.78631  1.82240
O  -2.67330  1.09762  2.46630
N  1.41294  -0.09062  -0.76081
C  1.99252  -0.43269  -1.74357
C  2.36154  -1.51272  -2.65352
C  3.70854  -1.55139  -2.99673
C  1.47956  -2.55683  -3.12344
C  4.09271  -2.29970  -4.10098
H  4.34207  -0.91544  -2.37812
C  1.90920  -3.38285  -4.17001
H  0.47192  -2.71906  -2.69229
C  3.20150  -3.19972  -4.69351
H  5.09234  -2.12584  -4.48094
H  1.25321  -4.14476  -4.60561
H  3.50548  -3.77337  -5.56650
C  0.41339  0.45038  4.26187
C  1.30574  1.09501  3.29138
N  1.20171  1.17706  1.95851
C  2.33505  1.85244  1.50376
C  3.11324  2.18048  2.58217
N  2.44199  1.71226  3.69557
H  0.82409  0.60707  5.26706
H  -0.59152  0.89043  4.20684
H  0.35843  -0.63621  4.08082
H  2.53345  1.99211  0.45306
H  4.07895  2.65108  2.62898
H  2.74243  1.76485  4.66770

Entry 2:
# C35H53N4OP2Pd

C35H53N4OP2Pd as an isolated structure (ωB97M-V/def2-TZVPD, the Open Molecules 2025 dataset).

Values from the calculation:
Energy relative to the best compared isomer or geometry (same formula, charge and spin) in kJ/mol: 42.3
Kohn-Sham gap (spin up / spin down) in eV: 7.30 / 6.11
LUMO energy (spin up / spin down) in eV: -8.84 / -10.88
E_tot in Eh: -2469.24926
Net charge: +3
E_HOMO (spin up / spin down) in Ha: -0.59311 / -0.62463
Expectation value of S²: 6.05
Spin multiplicity: 5
M in g/mol: 714.20

Positions of all 96 atoms, in Å:
C  2.12144  2.36894  0.11084
C  1.21663  1.59690  -1.89630
C  2.98403  3.24493  -0.55031
C  1.93432  2.60588  -2.60337
C  2.81446  3.43411  -1.92556
H  3.73360  3.78351  0.02622
H  1.83154  2.62762  -3.68682
H  3.41479  4.16546  -2.46064
N  1.12708  1.74671  -0.52911
P  0.75333  1.57555  2.35500
P  -0.09350  -1.00972  -2.60647
C  2.36334  2.01109  1.57613
H  3.02515  1.12714  1.63783
H  2.89776  2.81250  2.10258
C  0.84313  0.46429  -2.68000
H  1.04600  0.68451  -3.73794
C  0.94578  -2.18353  -3.75926
C  -1.98406  -0.90963  -3.13933
C  1.18925  0.37802  3.72122
C  0.09213  3.25432  2.85561
C  1.12536  -3.44951  -2.90949
H  0.16086  -3.90490  -2.64413
H  1.70992  -4.18094  -3.48363
H  1.66914  -3.22842  -1.98160
C  0.26074  -2.48748  -5.09438
H  -0.72586  -2.95477  -5.00033
H  0.17779  -1.58432  -5.71341
H  0.90594  -3.19380  -5.63957
C  2.31421  -1.58841  -4.10124
H  2.90972  -2.35132  -4.62893
H  2.22473  -0.71860  -4.76081
H  2.87810  -1.29998  -3.21191
C  -2.62089  -2.31060  -3.07562
H  -2.60002  -2.71248  -2.05388
H  -3.67807  -2.23107  -3.38141
H  -2.14393  -3.04518  -3.73663
C  -2.70247  -0.01162  -2.12799
H  -2.58014  -0.37903  -1.10313
H  -2.34498  1.02400  -2.16518
H  -3.78327  -0.00676  -2.35095
C  -2.11067  -0.27966  -4.52638
H  -1.62323  -0.86665  -5.30995
H  -3.17927  -0.21352  -4.78342
H  -1.69310  0.73602  -4.54420
C  -1.12768  3.05239  3.76441
H  -1.53374  4.04272  4.01470
H  -1.92516  2.48697  3.26735
H  -0.86494  2.56128  4.70907
C  -0.34092  4.01887  1.59340
H  0.50661  4.27073  0.94768
H  -1.07212  3.45540  1.00688
H  -0.81592  4.95964  1.90581
C  1.15498  4.09264  3.57201
H  0.68423  5.03608  3.87895
H  1.54495  3.61074  4.47218
H  1.99484  4.34897  2.91754
C  2.02408  -0.77309  3.12757
H  3.04523  -0.46388  2.87215
H  2.09661  -1.58681  3.86634
H  1.55764  -1.18822  2.22420
C  -0.11047  -0.21262  4.28577
H  -0.63220  -0.79966  3.52108
H  0.14443  -0.88480  5.11815
H  -0.79612  0.55383  4.66380
C  1.98599  1.08569  4.82110
H  2.85017  1.63812  4.42834
H  1.36452  1.76359  5.42105
H  2.37369  0.31572  5.50525
Pd  -0.32319  0.41719  0.67159
C  -2.01847  1.34869  0.91976
O  -3.11220  1.72870  1.00963
N  0.97691  -0.91484  -0.12530
C  1.92716  -0.88718  -0.89464
C  3.33640  -1.29703  -0.84266
C  3.55227  -2.43771  -0.06676
C  4.41662  -0.65103  -1.47996
C  4.83165  -2.95673  0.09568
H  2.68666  -2.91407  0.40895
C  5.69996  -1.18965  -1.33669
H  4.22565  0.24204  -2.08812
C  5.91134  -2.34092  -0.55681
H  4.96807  -3.84026  0.71934
H  6.54611  -0.71163  -1.83632
H  6.92021  -2.75921  -0.46152
C  -1.73211  -4.71556  2.45835
N  -1.93577  -3.38807  1.88618
C  -3.15454  -2.77818  1.66325
C  -2.89259  -1.51793  1.19688
N  -1.52768  -1.35677  1.18046
C  -0.96372  -2.49543  1.58452
H  -2.00706  -4.72428  3.52449
H  -2.35865  -5.44585  1.93210
H  -0.67264  -4.98858  2.35361
H  -4.09417  -3.27037  1.84377
H  -3.59369  -0.76072  0.89333
H  0.09658  -2.73956  1.64458

Question: The highest expectation value of S² belongs to which entry?
Answer: C35H53IrN4OP2